1.
# C5H10O3

C5H10O3 as an isolated structure (wB97M-V/def2-TZVPD, the Open Molecules 2025 dataset).

Values from the calculation:
orbital gap	10.0258	eV
energy relative to the best compared isomer or geometry (same formula, charge and spin)	880.3	kJ/mol
highest occupied orbital energy	-9.69	eV
E_LUMO	0.339	eV

Last column: Löwdin charge in e.
Geometry (Å):
C: 0.897 -1.074 -1.493  -0.11
C: -0.225 0.227 0.084  -0.55
C: -1.040 1.042 -0.964  -0.05
C: -0.717 -0.952 1.218  0.04
C: 0.123 1.213 1.279  -0.43
H: 0.474 -1.939 -1.022  0.03
H: 0.251 -0.771 -2.167  0.01
H: 1.996 -1.459 -2.062  0.19
H: -1.570 2.132 -0.292  0.18
H: -2.063 0.429 -1.491  0.15
H: -0.225 1.529 -1.701  0.12
H: 0.222 -0.619 2.324  0.21
H: -0.294 -2.335 0.548  0.21
H: -1.683 -0.606 1.543  0.02
H: 2.148 0.817 0.845  0.19
O: 0.935 -0.227 -0.423  -0.23
O: 1.543 1.082 1.734  -0.05
O: -0.772 1.512 2.041  0.06

---

2.
# C5H10O3

C5H10O3 as an isolated structure (wB97M-V/def2-TZVPD, the Open Molecules 2025 dataset).

Values from the calculation:
orbital gap	9.5402	eV
energy relative to the best compared isomer or geometry (same formula, charge and spin)	897.7	kJ/mol
highest occupied orbital energy	-8.73	eV
E_LUMO	0.814	eV

Last column: Löwdin charge in e.
Geometry (Å):
C: 1.811 -1.277 -0.226  -0.07
C: -0.476 -0.925 -0.182  -0.22
C: -0.973 -0.177 -1.528  -0.23
C: -1.259 0.439 -0.042  -0.28
C: -0.488 1.475 1.573  -0.09
H: 2.139 -2.499 -0.354  0.14
H: 1.833 -0.666 -1.315  0.13
H: 2.703 -0.853 0.342  0.07
H: -0.969 -1.878 -0.184  0.13
H: -1.368 -0.990 -2.099  0.12
H: 0.516 0.940 -1.245  0.26
H: -2.292 0.673 0.580  0.18
H: 0.259 2.224 1.905  0.08
H: -1.602 1.591 1.877  0.10
H: 0.086 0.623 2.306  0.16
O: 0.649 -0.886 0.748  -0.21
O: -0.265 0.764 -2.257  -0.11
O: -0.303 1.422 0.103  -0.16

---

3.
# C5H10O3

One molecule with the formula C5H10O3 (wB97M-V/def2-TZVPD, the Open Molecules 2025 dataset).

Values from the calculation:
SMILES	C=C(C)[C@@H](OC)OO
orbital gap	10.4758	eV
energy relative to the best compared isomer or geometry (same formula, charge and spin)	553.7	kJ/mol
highest occupied orbital energy	-9.68	eV
E_LUMO	0.797	eV

Last column: Löwdin charge in e.
Geometry (Å):
C: -2.179 0.427 0.943  0.07
C: -1.088 0.327 0.198  -0.30
C: -0.753 1.276 -0.910  -0.04
C: -0.103 -0.790 0.469  -0.38
O: 0.218 -1.587 -0.579  -0.08
C: 1.670 -1.138 -1.252  0.06
O: 1.242 -0.234 0.833  -0.18
O: 1.227 0.706 1.904  -0.01
H: -2.399 -0.278 1.731  0.06
H: -2.916 1.199 0.769  0.07
H: -0.742 0.748 -1.865  0.08
H: -1.480 2.085 -0.964  0.08
H: 0.236 1.708 -0.747  0.09
H: -0.435 -1.395 1.330  0.15
H: 2.606 -0.839 -0.788  0.08
H: 1.316 -0.372 -1.931  0.06
H: 1.880 -2.077 -1.752  0.07
H: 1.700 0.236 2.610  0.10

---

4.
# C5H10O3

One molecule with the formula C5H10O3 (wB97M-V/def2-TZVPD, the Open Molecules 2025 dataset).

Values from the calculation:
SMILES	C[C@]1(O)[C@H](O)[C@@]1(C)O
orbital gap	9.5557	eV
energy relative to the best compared isomer or geometry (same formula, charge and spin)	370.1	kJ/mol
highest occupied orbital energy	-9.02	eV
E_LUMO	0.532	eV

Last column: Löwdin charge in e.
Geometry (Å):
C: -1.150 -1.366 0.910  0.00
C: -0.761 -0.184 0.056  -0.48
O: -1.923 0.481 -0.405  -0.02
C: 0.308 -0.274 -1.014  -0.25
O: 1.101 -1.424 -0.999  -0.05
C: 0.471 0.598 0.209  -0.43
C: 1.622 0.205 1.173  0.01
O: 0.344 1.996 -0.182  -0.06
H: -2.218 -1.830 0.607  0.13
H: -0.316 -2.028 0.753  0.06
H: -1.225 -1.026 2.070  0.13
H: -2.415 0.969 0.321  0.14
H: 0.177 0.340 -1.995  0.20
H: 1.972 -0.933 -1.377  0.19
H: 2.587 0.556 0.864  0.07
H: 1.447 0.543 2.203  0.08
H: 1.648 -0.909 1.221  0.09
H: -0.768 2.020 0.015  0.19

---

5.
# C5H10O3

A 2-piece molecular cluster, C5H10O3 overall (wB97M-V/def2-TZVPD, the Open Molecules 2025 dataset).

Values from the calculation:
orbital gap (alpha / beta)	8.3481 / 8.3472	eV
energy relative to the best compared isomer or geometry (same formula, charge and spin)	602.2	kJ/mol
highest occupied orbital energy (alpha / beta)	-7.91 / -7.91	eV
E_LUMO (alpha / beta)	0.441 / 0.442	eV

Last column: Löwdin charge in e.
Geometry (Å):
C: 1.242 -1.149 0.911  0.12
C: -1.211 1.428 -0.250  0.00
C: 1.695 0.839 -0.534  -0.05
C: -0.541 0.347 0.542  -0.34
C: 0.857 0.081 0.460  -0.32
O: -0.648 -1.457 -0.377  -0.27
O: -1.104 -2.160 -1.532  -0.11
O: -1.129 0.032 1.727  0.07
H: -1.517 -2.936 -1.121  0.07
H: -2.087 0.044 1.618  0.12
H: 2.176 -1.585 0.585  0.09
H: 0.685 -1.676 1.666  0.08
H: -2.277 1.210 -0.339  0.10
H: -1.104 2.391 0.257  0.10
H: -0.789 1.505 -1.248  0.09
H: 1.634 1.916 -0.371  0.08
H: 1.377 0.623 -1.556  0.09
H: 2.741 0.548 -0.439  0.08

---

6.
# C5H10O5

C5H10O5 as an isolated structure (wB97M-V/def2-TZVPD, the Open Molecules 2025 dataset).

Values from the calculation:
orbital gap	10.1815	eV
energy relative to the best compared isomer or geometry (same formula, charge and spin)	792.7	kJ/mol
highest occupied orbital energy	-9.95	eV
E_LUMO	0.236	eV

Last column: Löwdin charge in e.
Geometry (Å):
C: 1.880 -0.701 0.463  -0.19
C: 0.774 -0.698 -0.559  -0.23
C: -1.445 -1.100 0.156  -0.42
C: -1.525 0.171 -0.664  -0.21
C: -0.032 0.463 -0.653  -0.30
H: 2.121 1.548 -0.100  0.29
H: 2.706 -1.712 0.720  0.22
H: 1.287 -0.257 1.457  0.14
H: 1.283 -0.847 -1.483  0.15
H: -2.302 -1.801 -0.175  0.19
H: -1.897 -0.200 1.366  0.15
H: -1.949 0.405 -1.885  0.24
H: -1.031 1.975 0.129  0.17
H: 0.250 1.023 -1.585  0.18
H: 0.191 1.039 1.167  0.11
O: 2.743 0.423 0.111  -0.23
O: -0.358 -1.803 -0.442  -0.04
O: -1.021 -0.749 1.446  0.02
O: -1.972 1.276 0.208  -0.16
O: 0.297 1.544 0.324  -0.08

---

7.
# C5H10O5

A 2-piece molecular cluster, C5H10O5 overall (wB97M-V/def2-TZVPD, the Open Molecules 2025 dataset).

Values from the calculation:
SMILES	O=COCCCOC=O.O
orbital gap	11.4763	eV
energy relative to the best compared isomer or geometry (same formula, charge and spin)	137.6	kJ/mol
highest occupied orbital energy	-10.76	eV
E_LUMO	0.713	eV

Last column: Löwdin charge in e.
Geometry (Å):
O: 0.000 0.000 0.000  0.09
C: 0.039 1.125 -0.366  -0.32
O: 0.232 2.240 0.431  -0.03
C: 0.418 1.991 1.813  -0.22
C: 0.942 3.185 2.554  -0.15
C: 0.766 3.214 4.092  -0.18
O: 0.891 4.520 4.623  -0.02
C: 2.063 4.951 5.059  -0.30
O: 3.154 4.352 4.896  0.02
H: -0.046 1.396 -1.437  0.15
H: -0.557 1.589 2.151  0.14
H: 1.200 1.261 2.096  0.14
H: 2.024 3.403 2.472  0.13
H: 0.391 4.059 2.155  0.13
H: -0.314 3.023 4.243  0.13
H: 1.326 2.424 4.628  0.14
H: 2.040 5.953 5.532  0.15
O: -2.290 -1.815 2.684  -0.09
H: -2.516 -2.763 2.550  0.05
H: -1.890 -1.532 1.831  0.04

---

8.
# C5H10O5

One molecule with the formula C5H10O5 (wB97M-V/def2-TZVPD, the Open Molecules 2025 dataset).

Values from the calculation:
SMILES	CC(O)(O)[C@](C)(O)C(=O)O
orbital gap	10.7826	eV
energy relative to the best compared isomer or geometry (same formula, charge and spin)	0.0	kJ/mol
highest occupied orbital energy	-10.17	eV
E_LUMO	0.615	eV

Last column: Löwdin charge in e.
Geometry (Å):
C: -1.641 -1.271 0.184  0.02
C: -0.593 -0.491 -0.597  -0.54
O: -0.266 -1.229 -1.717  0.06
O: -1.095 0.836 -0.983  0.01
C: 0.635 -0.085 0.295  -0.41
C: 1.874 0.228 -0.536  0.01
O: 0.937 -1.090 1.225  0.03
C: 0.109 1.152 1.044  -0.47
O: -0.467 1.028 2.105  0.11
O: 0.534 2.322 0.576  0.13
H: -1.213 -2.223 0.487  0.10
H: -1.947 -0.705 1.060  0.09
H: -2.501 -1.449 -0.457  0.09
H: 0.431 -0.780 -2.212  0.10
H: -1.929 0.732 -1.460  0.11
H: 2.638 0.646 0.114  0.10
H: 2.255 -0.693 -0.972  0.10
H: 1.638 0.954 -1.310  0.10
H: 0.397 -0.921 2.014  0.11
H: 0.204 3.038 1.142  0.14

---

9.
# C5H10O5Tl

C5H10O5Tl as an isolated structure (wB97M-V/def2-TZVPD, the Open Molecules 2025 dataset).

Values from the calculation:
total charge	+2
2S+1	2
orbital gap (alpha / beta)	7.2902 / 6.8798	eV
highest occupied orbital energy (alpha / beta)	-17.66 / -17.66	eV
expectation value of S²	0.753
E_LUMO (alpha / beta)	-10.368 / -10.782	eV

Last column: Löwdin charge in e.
Geometry (Å):
C: 0.614 -0.484 -0.558  -0.14
C: 0.959 0.769 -1.308  -0.06
O: -0.200 1.195 -2.059  0.11
C: -0.088 2.255 -2.815  -0.72
O: 0.985 2.931 -2.876  -0.07
O: -1.057 2.563 -3.575  -0.03
O: 1.635 -0.777 0.338  0.01
Tl: 0.084 4.025 -4.207  1.45
H: 0.409 -1.320 -1.244  0.16
H: 1.782 0.572 -2.007  0.17
H: 1.261 1.586 -0.641  0.16
H: 1.270 -1.209 1.138  0.06
H: -0.486 -0.562 0.193  0.17
C: -1.607 -1.093 1.608  0.27
C: -0.786 -1.403 2.811  -0.21
O: 0.457 -1.969 2.405  -0.05
H: -2.383 -0.335 1.732  0.12
H: -1.907 -1.957 1.009  0.12
H: -1.316 -2.118 3.468  0.18
H: -0.614 -0.490 3.406  0.15
H: 0.988 -2.178 3.179  0.14

---

10.
# C5H10OS

A 2-piece molecular cluster, C5H10OS overall (wB97M-V/def2-TZVPD, the Open Molecules 2025 dataset).

Values from the calculation:
SMILES	C=C=CC.CSO
orbital gap	9.3818	eV
energy relative to the best compared isomer or geometry (same formula, charge and spin)	340.9	kJ/mol
highest occupied orbital energy	-8.79	eV
E_LUMO	0.588	eV

Last column: Löwdin charge in e.
Geometry (Å):
C: 0.604 -0.647 0.927  -0.01
C: 1.224 0.150 0.123  -0.12
C: 2.082 0.823 -0.570  -0.14
C: 3.448 1.035 0.044  -0.12
H: -0.063 -0.393 1.638  -0.01
H: 0.724 -1.601 0.586  0.05
H: 1.909 1.248 -1.511  0.08
H: 3.735 2.083 0.301  0.08
H: 4.326 0.668 -0.526  0.07
H: 3.548 0.706 1.073  0.06
C: -2.550 -1.042 -0.871  -0.34
S: -2.412 0.279 0.466  0.78
O: -4.116 0.509 0.449  -0.53
H: -3.110 -0.559 -1.638  0.01
H: -3.152 -1.811 -0.412  0.02
H: -1.621 -1.470 -1.307  0.05
H: -4.576 0.022 1.229  0.08

---

11.
# C5H10OS

One molecule with the formula C5H10OS (wB97M-V/def2-TZVPD, the Open Molecules 2025 dataset).

Values from the calculation:
SMILES	C/C=C(/CS)OC
orbital gap	9.6994	eV
energy relative to the best compared isomer or geometry (same formula, charge and spin)	231.6	kJ/mol
highest occupied orbital energy	-8.82	eV
E_LUMO	0.880	eV

Last column: Löwdin charge in e.
Geometry (Å):
C: 2.034 -1.309 -0.509  -0.13
C: 0.679 -1.159 0.184  -0.10
C: -0.346 -0.206 0.070  -0.40
C: -1.721 -0.378 0.717  -0.54
S: -3.046 -0.591 -0.465  0.70
O: -0.270 0.946 -0.670  -0.17
C: 0.153 2.097 0.011  -0.10
H: 2.801 -0.952 0.334  0.11
H: 2.274 -2.408 -0.850  0.09
H: 2.092 -0.661 -1.443  0.08
H: 0.554 -1.995 0.956  0.12
H: -1.869 0.629 1.236  0.09
H: -1.942 -1.296 1.326  0.08
H: -2.497 0.123 -1.491  -0.12
H: 0.449 2.792 -0.806  0.10
H: 1.103 1.790 0.568  0.11
H: -0.448 2.579 0.832  0.10

---

12.
# C5H10Si

One molecule with the formula C5H10Si (wB97M-V/def2-TZVPD, the Open Molecules 2025 dataset).

Values from the calculation:
SMILES	C[C@@H]1C[C@@H]1C=[SiH2]
orbital gap	8.2335	eV
energy relative to the best compared isomer or geometry (same formula, charge and spin)	291.3	kJ/mol
highest occupied orbital energy	-7.76	eV
E_LUMO	0.475	eV

Last column: Löwdin charge in e.
Geometry (Å):
C: -1.696 -1.131 -0.043  -0.11
C: -1.209 0.170 0.571  -0.34
C: -0.926 1.315 -0.401  -0.13
C: 0.237 0.685 0.376  -0.39
C: 1.289 -0.094 -0.348  -0.35
Si: 3.003 -0.014 0.069  0.75
H: -2.034 -1.960 0.670  0.08
H: -0.831 -1.538 -0.746  0.08
H: -2.608 -0.987 -0.794  0.10
H: -1.570 0.327 1.668  0.15
H: -1.191 2.395 -0.204  0.10
H: -1.090 1.158 -1.532  0.13
H: 0.601 1.374 1.258  0.15
H: 0.954 -0.955 -0.926  0.01
H: 3.782 -0.819 -0.753  -0.14
H: 3.732 0.872 1.004  -0.10

---

For each record above, in turn, the calculated E_tot values are -11481.063; -11480.883; -11484.448; -11486.351; -11483.945; -15576.948; -15583.739; -15585.165; -20254.141; -18226.366; -18227.498; -13220.819 eV.